Entry 1:
C20H27BrHfNO2P | ωB97M-V with the def2-TZVPD basis set

```
53
Properties=species:S:1:pos:R:3
Hf -0.750 -1.706 -0.104
Br 0.260 2.708 2.169
P 2.792 -0.870 -0.220
O 0.165 -1.353 1.892
O -1.334 0.059 1.127
N -2.089 -1.523 -1.655
C -0.190 2.941 -2.901
C -0.395 1.112 5.989
C -0.619 0.267 3.414
C 1.822 2.834 -1.554
C 1.008 3.527 -2.448
C 2.336 0.872 -0.018
C -1.070 -0.579 4.417
C -1.791 0.872 -2.715
C 0.013 1.975 4.958
C -0.587 -0.322 2.097
C -1.968 -0.084 -1.539
C 1.547 -2.004 -0.914
C -0.489 1.626 -2.500
C 1.484 1.555 -1.080
C -1.681 -2.148 -2.910
C -0.961 -0.137 5.726
C -3.436 -1.997 -1.282
C 0.327 0.989 -1.578
C 4.291 -0.980 -1.210
C -0.133 1.570 3.636
H 1.291 4.527 -2.804
H 2.034 -2.827 -1.460
H -2.161 -3.133 -2.962
H -0.894 3.516 -3.515
H -1.488 -1.545 4.117
H -2.033 -1.533 -3.751
H -1.304 -0.807 6.518
H 4.214 -0.326 -2.083
H -4.044 -1.108 -1.083
H 4.442 -2.017 -1.526
H -1.796 0.432 -3.713
H -0.254 1.419 7.022
H 1.826 0.998 0.957
H 0.935 -1.492 -1.697
H -2.633 1.579 -2.650
H -1.696 -2.963 0.584
H 0.479 2.939 5.187
H -3.831 -2.640 -2.081
H 0.983 -2.542 -0.076
H 2.727 3.315 -1.203
H -2.663 0.322 -0.811
H -3.330 -2.623 -0.391
H -0.600 -2.280 -2.964
H -0.345 0.183 -0.961
H 3.162 -1.358 1.041
H 5.145 -0.672 -0.601
H 3.280 1.428 0.108
```

Results
Kohn-Sham gap (alpha / beta): 6.32 / 6.32 eV
2S+1: 1
energy relative to the best compared isomer or geometry (same formula, charge and spin): 0.0 kcal per mole
HOMO energy (alpha / beta): -13.4 / -13.4 eV
charge: +2

Entry 2:
C20H27ClFN2O4 | ωB97M-V with the def2-TZVPD basis set

```
55
Properties=species:S:1:pos:R:3
Cl 0.077 0.168 6.123
F 0.266 0.160 -1.716
O 0.460 3.082 -2.157
O 2.638 -0.049 -3.465
O 0.904 -1.417 -3.717
O 2.399 2.145 -2.663
N 0.058 -0.087 1.148
N -0.313 -0.628 3.545
C 1.195 -0.522 3.238
C -2.351 -1.195 -2.399
C -3.282 -1.808 -1.560
C 1.375 -0.179 1.798
C 0.351 0.770 -2.911
C 1.317 -0.308 -3.513
C -0.662 -1.386 1.225
C -0.559 -1.038 4.947
C 1.047 2.111 -2.596
C -0.773 0.989 1.722
C -1.026 0.690 3.171
C -1.181 0.856 -3.388
C 4.527 1.255 -3.067
C -4.014 -1.056 -0.631
C 3.126 0.434 -1.077
C 3.157 0.920 -2.508
C -3.760 0.303 -0.559
C -0.893 -1.734 2.665
C -2.157 0.189 -2.411
C -2.854 0.929 -1.420
H 1.873 0.796 1.667
H -2.094 0.546 3.364
H 4.994 2.046 -2.499
H 1.616 0.234 3.901
H 1.930 -0.968 1.264
H 2.107 0.224 -0.736
H -0.024 -2.138 0.732
H -1.250 0.401 -4.396
H 5.127 0.358 -3.062
H 4.343 1.578 -4.080
H -1.639 -1.139 5.125
H 3.568 1.176 -0.394
H -3.473 -2.877 -1.634
H -1.959 -1.818 2.895
H -4.330 0.897 0.168
H -0.221 1.935 1.583
H 1.637 -1.493 3.474
H -4.763 -1.537 0.017
H -1.729 -1.802 -3.071
H -0.397 -2.668 2.940
H -2.655 1.993 -1.339
H 3.726 -0.479 -1.004
H -0.043 -1.990 5.138
H -1.438 1.911 -3.536
H -1.615 -1.256 0.685
H -1.715 1.002 1.142
H -0.644 1.472 3.830
```

Results
Kohn-Sham gap: 9.26 eV
2S+1: 1
energy relative to the best compared isomer or geometry (same formula, charge and spin): 0.0 kcal per mole
HOMO energy: -11.8 eV
charge: +1

Entry 3:
C20H27ClNO2PPt | ωB97M-V with the def2-TZVPD basis set

```
53
Properties=species:S:1:pos:R:3
Pt 0.048 -0.747 0.057
Cl 0.901 1.254 7.451
P 2.279 -0.947 -0.442
O -0.884 0.736 1.279
O -2.834 -0.284 2.043
N -1.799 -1.484 -1.889
C -0.566 2.537 -2.755
C -0.645 -0.182 5.769
C -1.215 0.591 3.555
C -2.330 -0.400 -1.122
C 1.637 1.388 -1.531
C 3.633 -1.644 0.545
C -1.186 -1.287 -3.204
C -1.753 0.284 2.176
C 1.801 2.478 -2.404
C 0.107 2.019 4.987
C -1.308 -0.382 4.554
C -2.135 1.033 -1.561
C -0.516 1.780 3.758
C 0.371 0.876 -1.247
C 0.690 3.019 -3.045
C 2.829 0.757 -0.898
C -0.733 1.471 -1.855
C 0.073 1.008 5.970
C 2.403 -1.787 -2.066
C -2.709 -2.632 -1.913
H -0.207 -1.778 -3.280
H -3.645 -2.332 -1.412
H -3.390 -0.566 -0.902
H -0.954 -1.959 0.597
H -0.665 -0.955 6.543
H -1.850 -0.549 -0.120
H -1.887 -1.283 4.345
H -2.910 -2.899 -2.960
H 3.380 -2.692 0.744
H 2.010 -2.804 -1.963
H 3.686 0.700 -1.573
H 0.648 2.950 5.169
H 3.697 -1.091 1.490
H -1.469 2.955 -3.230
H 3.458 -1.825 -2.382
H -2.786 1.191 -2.426
H 1.710 -0.310 0.854
H -2.520 1.632 -0.715
H 4.591 -1.558 0.012
H 1.834 -1.254 -2.838
H -1.827 -1.747 -3.966
H 0.816 3.824 -3.773
H 3.134 1.264 0.031
H 2.802 2.863 -2.582
H -2.327 -3.526 -1.393
H -1.036 -0.214 -3.425
H -0.451 2.510 2.942
```

Results
Kohn-Sham gap (alpha / beta): 7.60 / 4.42 eV
2S+1: 5
<S²>: 6.03
HOMO energy (alpha / beta): -13.6 / -14.4 eV
charge: +2

Entry 4:
C20H27FN4O4 | ωB97M-V with the def2-TZVPD basis set

```
56
Properties=species:S:1:pos:R:3
F -4.073 -3.738 -4.310
O -1.468 -1.475 -0.131
O 0.681 -0.044 2.213
O -3.168 0.428 0.740
O 5.701 2.894 2.737
N 3.717 2.329 3.824
N 2.291 -0.857 0.831
N 0.037 -0.006 -0.939
N 2.685 1.512 3.544
C 4.542 2.206 2.802
C 1.834 -0.044 1.810
C -4.274 -1.145 -1.809
C 0.926 -1.133 -1.191
C 2.218 -3.053 -0.221
C -2.914 -1.700 -4.170
C -3.834 -2.584 -3.651
C 0.328 1.233 -1.649
C -3.034 1.035 -1.534
C -2.612 0.322 2.040
C -2.679 -0.517 -3.480
C 1.517 1.979 -1.061
C -4.523 -2.329 -2.481
C -3.350 -0.224 -2.299
C 1.442 -1.785 0.093
C -2.235 0.789 -0.242
C -1.193 -0.329 -0.432
C 4.066 1.307 1.841
C 2.856 0.882 2.364
C 1.582 1.432 4.486
H 0.588 -2.011 0.726
H 1.324 2.246 -0.021
H -5.232 -3.056 -2.109
H -3.950 1.542 -1.226
H 0.395 -1.889 -1.778
H 0.716 1.974 4.111
H -2.493 1.721 -2.187
H 0.508 1.000 -2.704
H 1.298 0.396 4.645
H 1.578 -3.769 -0.736
H 1.713 2.892 -1.624
H 1.933 1.879 5.411
H -3.442 0.127 2.717
H 3.074 -2.842 -0.870
H -1.884 -0.486 2.103
H -4.782 -0.936 -0.877
H 3.277 -0.839 0.624
H 1.773 -0.773 -1.780
H -1.958 0.191 -3.875
H 5.762 3.437 3.532
H -1.727 1.715 0.067
H -0.545 1.877 -1.621
H 2.421 1.368 -1.086
H -2.124 1.261 2.328
H -2.400 -1.936 -5.092
H 2.586 -3.518 0.693
H 4.525 1.046 0.904
```

Results
Kohn-Sham gap: 9.39 eV
2S+1: 1
SMILES: CCN(C[C@@H](C)NC(=O)c1cc(O)nn1C)C(=O)[C@@H](Cc1ccc(F)cc1)OC
energy relative to the best compared isomer or geometry (same formula, charge and spin): 6.0 kcal per mole
HOMO energy: -8.8 eV
charge: 0

Entry 5:
C20H27FO18 | ωB97M-V with the def2-TZVPD basis set

```
66
Properties=species:S:1:pos:R:3
F 3.590 2.007 0.135
O 3.591 4.119 0.746
O 3.791 -2.528 -5.653
O -4.989 1.754 -2.049
O -3.992 -1.123 3.704
O -5.731 3.533 -3.201
O -0.215 0.406 -0.720
O -3.137 0.892 3.671
O 0.439 0.419 1.380
O 4.119 6.298 0.269
O 1.811 -2.030 5.096
O -3.348 -0.272 1.722
O 0.136 -1.588 3.777
O 3.109 -4.357 -6.869
O 1.784 -3.013 3.079
O -1.348 1.634 0.854
O 2.979 4.964 -1.192
O 2.390 -3.970 -4.695
O -4.048 3.741 -1.819
C -0.431 0.918 0.552
C 1.140 -0.899 5.759
C 3.824 -2.181 -4.277
C 2.530 3.585 -1.209
C -5.043 3.045 -2.353
C 2.799 3.095 0.199
C 1.278 -0.503 0.737
C 3.111 -3.690 -5.844
C -4.484 -2.046 2.756
C 3.777 -0.599 -4.192
C 0.991 -0.252 -0.788
C -3.861 1.489 -1.306
C 1.296 -2.265 3.936
C 3.643 5.216 -0.029
C -0.158 -0.989 5.044
C 2.521 -2.834 -3.810
C -3.302 2.884 -1.002
C -3.420 -0.115 3.081
C -2.750 -2.415 0.926
C -3.918 -1.565 1.447
H -3.052 -3.347 0.449
H 1.469 3.608 -1.459
H -2.113 -2.602 1.790
H -3.278 3.134 0.058
H 1.754 0.397 -1.217
H 0.935 -1.209 -1.309
H -5.559 -1.907 2.639
H 1.627 -2.243 -3.613
H 2.859 -3.247 -2.859
H -4.092 0.853 -0.451
H -2.152 -1.892 0.181
H 0.907 -1.506 0.946
H 4.143 -0.154 -3.266
H 2.299 -0.372 1.096
H 1.909 2.873 0.789
H 1.688 0.029 5.594
H 4.753 -2.609 -3.900
H 4.488 -0.270 -4.950
H -4.309 -3.103 2.957
H -4.807 -1.372 0.846
H -2.239 3.017 -1.206
H -0.942 -1.484 5.618
H 2.988 2.930 -1.950
H -3.129 0.897 -1.855
H -0.547 0.020 4.909
H 2.822 -0.208 -4.544
H 1.100 -0.993 6.845
```

Results
Kohn-Sham gap (alpha / beta): 9.27 / 1.96 eV
2S+1: 2
<S²>: 0.76
HOMO energy (alpha / beta): -12.7 / -12.7 eV
charge: +1

Entry 6:
C20H27N2O3 | ωB97M-V with the def2-TZVPD basis set

```
52
Properties=species:S:1:pos:R:3
O 0.827 4.178 -4.581
O 0.955 1.507 3.024
O 2.969 1.955 0.000
N -1.795 -2.702 2.249
N 0.267 -0.726 1.871
C 2.361 2.588 -1.073
C -1.072 -0.578 1.253
C -0.486 -2.871 2.814
C 1.313 0.067 1.189
C 1.288 3.710 -3.398
C -1.496 -4.569 0.673
C 0.606 -2.161 1.992
C 1.432 3.610 -0.991
C 2.227 2.675 -3.472
C 2.753 2.124 -2.329
C -3.664 -3.614 1.027
C -2.297 -3.621 1.304
C 2.554 2.242 1.302
C -0.080 5.257 -4.583
C -3.402 -5.448 -0.499
C 0.901 4.171 -2.146
C -2.121 -1.308 2.110
C -4.207 -4.514 0.132
C -2.049 -5.475 -0.215
C 1.221 1.537 1.635
H -2.165 -0.847 3.104
H -1.018 4.993 -4.085
H -3.095 -1.195 1.638
H 2.530 2.327 -4.446
H -1.038 -1.017 0.253
H -1.410 -6.204 -0.691
H 2.291 -0.319 1.484
H 0.187 4.972 -2.044
H 1.215 -0.017 0.107
H 0.351 6.143 -4.108
H -0.494 -2.447 3.827
H -0.278 5.471 -5.631
H 0.399 2.042 1.106
H 1.137 2.367 3.418
H -3.827 -6.153 -1.195
H 1.111 4.012 -0.042
H 0.664 -2.580 0.985
H -1.319 0.480 1.174
H -0.435 -4.627 0.868
H -0.255 -3.931 2.903
H 2.469 3.321 1.482
H 3.487 1.336 -2.380
H -5.268 -4.492 -0.065
H 3.337 1.842 1.954
H 0.218 -0.316 2.821
H -4.313 -2.918 1.537
H 1.575 -2.265 2.482
```

Results
Kohn-Sham gap: 8.11 eV
2S+1: 1
SMILES: COc1ccc(OC[C@H](O)C[NH+]2CCN(c3ccccc3)CC2)cc1
energy relative to the best compared isomer or geometry (same formula, charge and spin): 8.6 kcal per mole
HOMO energy: -10.5 eV
charge: +1

E_tot values, unit Eh, following the record order: -3946.21239 -1748.56530 -1903.53800 -1398.18659 -2232.09626 -1113.28424.